[1]
The following is a quantum chemistry calculation of the molecule C2H4N4, from the OMol25 dataset.

```
10
C2H4N4 ωB97M-V/def2-TZVPD
C 0.117 -0.226 1.329
N 0.339 0.157 -0.052
C -0.088 -0.561 -1.106
N -0.418 0.247 -2.075
N -0.178 1.498 -1.596
N 0.255 1.457 -0.394
H -0.927 -0.537 1.405
H 0.275 0.651 1.953
H 0.768 -1.045 1.633
H -0.144 -1.641 -1.096
```

Calculated values
Maximum force, eV/Å: 0.43
HOMO, hartree: -0.4001
Energy relative to the best compared isomer or geometry (same formula, charge and spin), eV: 1.726
LUMO energy, eV: 0.65
HOMO-LUMO gap, eV: 11.541
SMILES string: Cn1cnnn1



[2]
The following is a quantum chemistry calculation of a cluster of 2 separate species, C2H7N2O in total at a distorted geometry, from the OMol25 dataset.

```
12
C2H7N2O ωB97M-V/def2-TZVPD
C 0.168 0.545 -1.567
C 0.365 -0.611 1.384
N -1.770 -0.221 0.797
N -0.639 0.282 0.905
O -2.225 -1.397 1.170
H 0.710 -0.368 -1.647
H -0.370 1.001 -2.393
H 0.494 1.216 -0.741
H 0.950 -0.895 0.480
H 0.941 -0.067 2.167
H -0.085 -1.543 1.713
H -2.533 0.390 0.308
```

Calculated values
Maximum force, eV/Å: 2.67
HOMO (spin up / spin down), hartree: -0.0181 / -0.0180
Net charge: -1
Energy relative to the best compared isomer or geometry (same formula, charge and spin), eV: 5.528
LUMO energy (spin up / spin down), eV: 4.31 / 4.31
HOMO-LUMO gap (spin up / spin down), eV: 4.799 / 4.795



[3]
The following is a quantum chemistry calculation of a structure of composition C8H16O5Sm at a distorted geometry, from the OMol25 dataset.

```
30
C8H16O5Sm ωB97M-V/def2-TZVPD
C 3.139 -0.912 -0.843
H 4.185 -0.767 -1.138
H 3.375 -1.008 0.222
H 2.841 -1.527 -1.703
O 1.083 -0.801 1.540
C 0.411 -1.288 2.659
C -1.036 -1.611 2.301
O -1.561 -0.506 1.556
C -2.713 -0.777 0.774
C -2.788 0.245 -0.335
O -1.498 0.286 -0.948
C -1.452 0.959 -2.201
Sm 0.211 0.527 0.486
H 0.424 -0.570 3.504
H 0.868 -2.221 3.040
H -1.661 -1.800 3.187
H -1.049 -2.492 1.637
H -3.624 -0.754 1.388
H -2.595 -1.775 0.323
H -3.061 1.246 0.036
H -3.542 -0.062 -1.072
H -0.458 0.781 -2.623
H -2.208 0.535 -2.875
H -1.646 2.033 -2.063
O 2.232 0.360 -1.133
C 2.719 1.523 -1.505
C 2.077 2.660 -0.950
O 1.125 2.516 -0.144
H 3.713 1.546 -1.957
H 2.490 3.654 -1.166
```

Calculated values
Maximum force, eV/Å: 6.49
HOMO (spin up / spin down), hartree: -0.2968 / -0.4468
Net charge: +1
Multiplicity: 8
Energy relative to the best compared isomer or geometry (same formula, charge and spin), eV: 0.925
LUMO energy (spin up / spin down), eV: -2.32 / -4.95
HOMO-LUMO gap (spin up / spin down), eV: 5.756 / 7.209



[4]
The following is a quantum chemistry calculation of the molecule C6H8O2 at a distorted geometry, from the OMol25 dataset.

```
16
C6H8O2 ωB97M-V/def2-TZVPD
C -2.174 -0.801 0.137
C -0.813 -0.372 0.390
O 0.067 -1.310 -0.315
C 1.358 -1.272 -0.303
C 2.013 -0.101 0.228
C 1.280 1.178 0.126
C -0.256 0.990 -0.035
O -1.121 1.842 -0.351
H -2.367 -1.890 0.549
H -2.777 0.029 0.532
H -2.388 -0.974 -0.932
H -0.580 -0.689 1.519
H 1.949 -2.242 -0.406
H 3.064 0.297 0.422
H 1.701 1.744 -0.672
H 1.385 1.736 1.057
```

Calculated values
Maximum force, eV/Å: 7.21
HOMO, hartree: -0.3099
Energy relative to the best compared isomer or geometry (same formula, charge and spin), eV: 2.957
LUMO energy, eV: 0.65
HOMO-LUMO gap, eV: 9.080
SMILES string: C[C@H]1OC=CCC1=O



[5]
The following is a quantum chemistry calculation of a structure of composition C15H23AlF9NO3P2 at a distorted geometry, from the OMol25 dataset.

```
54
C15H23AlF9NO3P2 ωB97M-V/def2-TZVPD
Al -0.638 -0.267 -0.199
P 0.274 -0.758 -2.241
C 0.085 0.933 -2.899
C -0.650 1.879 -1.944
N -0.950 1.475 -0.681
C -1.291 2.412 0.242
C -1.836 3.606 -0.169
C -1.683 4.013 -1.498
C -1.059 3.122 -2.385
C -1.198 2.013 1.692
P 0.398 1.124 1.917
H -0.968 3.291 -3.465
H -2.329 4.195 0.606
H -2.072 4.966 -1.846
H -1.205 2.885 2.359
H -2.014 1.330 2.026
H 1.082 1.260 -3.135
H -0.535 0.793 -3.809
H 4.551 4.385 -2.823
O 5.222 3.945 -2.316
H 4.656 3.296 -1.866
H 3.540 0.138 1.119
O 3.612 0.520 0.237
H 3.065 0.050 -0.416
C 1.768 2.290 1.704
H 1.426 3.154 1.102
H 2.161 2.578 2.696
H 2.617 1.771 1.161
C 0.300 0.638 3.673
H 1.241 0.131 3.948
H 0.143 1.519 4.321
H -0.545 -0.063 3.805
C -1.071 -1.727 -2.962
H -1.125 -1.472 -4.028
H -0.813 -2.782 -2.803
H -2.029 -1.511 -2.468
C 1.822 -1.402 -2.888
H 1.955 -2.426 -2.496
H 1.745 -1.421 -3.988
H 2.678 -0.770 -2.586
F -2.675 -3.126 -0.593
C -1.695 -3.648 0.174
F -2.117 -4.828 0.667
F -0.665 -3.896 -0.690
C -1.295 -2.660 1.266
O -1.379 -1.343 0.819
C -2.348 -2.611 2.372
F -2.404 -3.693 3.156
F -2.150 -1.525 3.159
F -3.557 -2.390 1.798
C 0.078 -3.097 1.844
F 0.142 -4.424 2.124
F 1.085 -2.799 0.973
F 0.377 -2.425 2.986
```

Calculated values
Maximum force, eV/Å: 3.33
HOMO, hartree: -0.5742
Net charge: +2
LUMO energy, eV: -7.57
HOMO-LUMO gap, eV: 8.051



[6]
The following is a quantum chemistry calculation of a structure of composition C14H19CeClN4O2 at a distorted geometry, from the OMol25 dataset.

```
41
C14H19CeClN4O2 ωB97M-V/def2-TZVPD
Cl -0.260 4.060 -1.977
C -2.476 0.038 -2.792
C -1.628 -1.130 -2.599
C -0.365 -0.858 -3.210
H -1.906 -2.028 -2.062
C -0.425 0.474 -3.793
C -1.733 1.004 -3.532
H -2.052 1.993 -3.847
H -3.508 0.132 -2.475
H 0.505 -1.508 -3.273
C 0.659 1.141 -4.571
Ce -0.594 0.676 -1.355
C 1.996 1.727 -1.137
O 3.012 2.179 -0.834
C -2.006 2.442 0.358
O -2.450 3.137 1.166
H 1.661 0.907 -4.179
H 0.539 2.235 -4.557
H 0.644 0.812 -5.626
C 0.646 0.884 1.938
N 0.099 -0.118 0.943
C -1.103 -0.791 1.601
N -0.755 -1.431 2.883
C -0.198 -0.402 3.797
N 1.011 0.259 3.231
C 2.022 -0.804 2.979
N 1.524 -1.843 2.043
C 1.162 -1.201 0.766
C 0.305 -2.443 2.644
H -0.119 1.652 2.109
H 1.538 1.353 1.500
H -1.484 -1.563 0.911
H -1.872 -0.030 1.773
H 0.091 -0.895 4.733
H -0.963 0.363 3.983
H 2.921 -0.339 2.552
H 2.254 -1.286 3.936
H 0.759 -1.968 0.084
H 2.055 -0.739 0.327
H 0.579 -2.886 3.605
H -0.086 -3.205 1.956
```

Calculated values
Maximum force, eV/Å: 6.72
HOMO (spin up / spin down), hartree: -0.5750 / -0.5751
Net charge: +2
LUMO energy (spin up / spin down), eV: -10.27 / -10.01
HOMO-LUMO gap (spin up / spin down), eV: 5.372 / 5.638



[7]
The following is a quantum chemistry calculation of the molecule C19H15F3N4OS2 at a distorted geometry, from the OMol25 dataset.

```
44
C19H15F3N4OS2 ωB97M-V/def2-TZVPD
C 0.655 -3.731 -2.089
C 0.421 -2.799 -0.901
C 1.073 -2.924 0.330
C 0.643 -2.142 1.443
N 1.280 -2.413 2.645
C 2.540 -1.943 2.943
N 3.220 -2.689 3.802
C 4.468 -2.382 4.100
N 5.064 -1.260 3.625
C 4.384 -0.502 2.819
C 4.815 0.789 2.325
C 3.920 1.451 1.526
S 2.488 0.459 1.340
C 3.093 -0.816 2.391
C -0.314 -1.140 1.203
C -0.706 -0.784 -0.168
C -1.446 0.467 -0.413
C -1.885 1.414 0.434
N -2.629 2.402 -0.019
C -2.678 2.313 -1.318
C -3.502 3.241 -2.158
C -2.895 3.647 -3.491
O -3.528 4.475 -1.360
C -4.974 2.566 -2.262
F -5.519 2.375 -1.064
F -5.752 3.455 -2.876
F -4.962 1.463 -2.944
S -2.031 0.832 -2.009
C -0.435 -1.726 -1.172
H 1.682 -3.676 -2.401
H 0.310 -4.764 -1.861
H 0.168 -3.479 -2.953
H 1.800 -3.727 0.376
H 1.303 -3.410 2.968
H 5.113 -3.163 4.504
H 5.754 1.043 2.566
H 4.022 2.393 0.957
H -0.756 -0.561 1.999
H -1.783 1.433 1.461
H -3.528 4.282 -4.089
H -1.877 4.092 -3.408
H -2.823 2.768 -4.130
H -3.465 4.374 -0.416
H -0.728 -1.706 -2.253
```

Calculated values
Maximum force, eV/Å: 3.67
HOMO, hartree: -0.3122
Energy relative to the best compared isomer or geometry (same formula, charge and spin), eV: 1.445
LUMO energy, eV: -0.31
HOMO-LUMO gap, eV: 8.183
SMILES string: Cc1cc(Nc2ncnc3ccsc23)cc(-c2cnc([C@](C)(O)C(F)(F)F)s2)c1



[8]
The following is a quantum chemistry calculation of a cluster of 2 separate species, C9H14 in total at a distorted geometry, from the OMol25 dataset.

```
23
C9H14 ωB97M-V/def2-TZVPD
C 1.682 0.132 -1.052
C 0.195 0.303 -1.288
C -0.548 -0.595 -2.157
C -1.918 -0.447 -2.320
C -2.527 0.656 -1.784
C -1.890 1.519 -0.949
C -0.499 1.322 -0.732
H 2.246 0.641 -1.807
H 1.983 -0.943 -1.204
H 1.943 0.365 -0.006
H 0.022 -1.362 -2.733
H -2.463 -1.112 -3.073
H -3.624 0.667 -1.927
H -2.344 2.330 -0.447
H -0.066 2.160 -0.123
C 0.999 0.122 2.795
C 0.870 -1.497 2.707
H 1.977 0.354 3.257
H 0.967 0.388 1.705
H 0.299 0.732 3.268
H 0.138 -1.908 2.107
H 0.848 -1.864 3.743
H 1.713 -1.965 2.021
```

Calculated values
Maximum force, eV/Å: 4.29
HOMO, hartree: -0.3343
Energy relative to the best compared isomer or geometry (same formula, charge and spin), eV: 1.411
LUMO energy, eV: 1.01
HOMO-LUMO gap, eV: 10.110
SMILES string: Cc1ccccc1.CC



[9]
The following is a quantum chemistry calculation of a structure of composition CH9N4O at a distorted geometry, from the OMol25 dataset.

```
15
CH9N4O ωB97M-V/def2-TZVPD
C -1.215 2.053 -0.660
N -2.284 1.839 -1.379
N 0.499 -0.092 0.550
N -0.849 -0.174 0.069
N 1.888 -2.229 0.575
O -0.411 2.814 -0.192
H -2.803 2.627 -1.654
H -2.616 0.949 -1.808
H 1.194 0.410 -0.141
H 0.678 0.458 1.442
H -1.529 -0.004 0.841
H 1.244 -2.915 0.232
H 2.745 -2.207 0.106
H 2.160 -2.318 1.476
H 1.300 -1.211 0.545
```

Calculated values
Maximum force, eV/Å: 4.04
HOMO (spin up / spin down), hartree: -0.4311 / -0.4312
Net charge: +1
Energy relative to the best compared isomer or geometry (same formula, charge and spin), eV: 2.932
LUMO energy (spin up / spin down), eV: -3.28 / -3.28
HOMO-LUMO gap (spin up / spin down), eV: 8.449 / 8.451



[10]
The following is a quantum chemistry calculation of the ion C4H6NO5 with charge -1 at a distorted geometry, from the OMol25 dataset.

```
16
C4H6NO5 ωB97M-V/def2-TZVPD
C 0.697 -0.282 -0.040
C -0.391 0.593 0.566
C -1.672 0.082 -0.269
O -1.401 -0.076 -1.609
C -1.854 -1.474 0.383
O -1.762 -2.356 -0.494
O -2.029 -1.448 1.601
N -2.775 0.870 -0.055
O -2.819 1.502 1.008
O -3.770 0.818 -0.778
H 0.450 -1.367 0.109
H 0.913 -0.176 -1.024
H 1.587 -0.098 0.600
H -0.022 1.488 0.362
H -0.704 0.503 1.589
H -1.642 -1.021 -1.758
```

Calculated values
Maximum force, eV/Å: 5.92
HOMO, hartree: -0.1912
Net charge: -1
Energy relative to the best compared isomer or geometry (same formula, charge and spin), eV: 1.806
LUMO energy, eV: 3.86
HOMO-LUMO gap, eV: 9.066
SMILES string: CC[C@@](O)(C(=O)[O-])[N+](=O)[O-]



[11]
The following is a quantum chemistry calculation of the molecule C7H7BrF3N at a distorted geometry, from the OMol25 dataset.

```
19
C7H7BrF3N ωB97M-V/def2-TZVPD
C -1.230 1.337 -0.593
C -2.188 0.427 0.021
C 0.100 1.242 -0.617
C -1.927 -0.855 0.129
C 0.969 0.190 0.040
C 0.709 -1.213 -0.407
C 0.730 -1.551 -1.861
N 0.955 -2.274 0.429
F 0.204 -0.615 -2.651
F 1.999 -1.747 -2.315
F 0.083 -2.700 -2.127
Br -2.736 -2.307 0.925
H -1.681 2.199 -1.065
H -3.142 0.877 0.293
H 0.646 2.019 -1.130
H 2.019 0.444 -0.152
H 0.811 0.221 1.122
H 0.831 -2.090 1.413
H 0.599 -3.173 0.129
```

Calculated values
Maximum force, eV/Å: 2.01
HOMO (spin up / spin down), hartree: -0.3045 / -0.2719
Energy relative to the best compared isomer or geometry (same formula, charge and spin), eV: 3.334
LUMO energy (spin up / spin down), eV: 0.29 / -0.46
HOMO-LUMO gap (spin up / spin down), eV: 8.571 / 6.940



[12]
The following is a quantum chemistry calculation of a cluster of 6 separate species, C13H35BN5O11P in total, from the OMol25 dataset.

```
66
C13H35BN5O11P ωB97M-V/def2-TZVPD
C -5.432 1.583 -0.657
C -5.496 0.248 0.082
P -4.185 -0.902 -0.533
B -2.602 -0.077 0.235
C -1.339 0.079 -0.649
C -0.003 0.376 0.038
C 0.617 -0.861 0.713
O 0.839 -0.676 2.104
C -0.101 -1.293 2.957
C -4.302 -2.313 0.669
C -3.370 -3.437 0.186
H -5.349 1.436 -1.736
H -6.324 2.182 -0.469
H -4.569 2.175 -0.345
H -5.431 0.414 1.161
H -6.447 -0.252 -0.119
H -2.607 0.271 1.386
H -1.593 0.878 -1.366
H -1.255 -0.816 -1.280
H -0.144 1.121 0.823
H 0.711 0.791 -0.678
H 1.588 -1.101 0.273
H -0.027 -1.736 0.562
H -1.015 -0.697 3.048
H 0.351 -1.385 3.944
H -0.363 -2.294 2.595
H -4.030 -1.990 1.677
H -5.343 -2.640 0.693
H -3.721 -4.429 0.466
H -2.366 -3.304 0.598
H -3.275 -3.392 -0.900
C 1.991 1.385 -3.892
N 0.637 0.850 -3.582
O -0.299 1.622 -3.573
O 0.556 -0.342 -3.352
H 1.910 2.449 -4.073
H 2.625 1.163 -3.038
H 2.358 0.853 -4.763
C 3.488 -1.123 3.495
N 4.572 -1.286 4.504
O 4.747 -2.391 4.980
O 5.211 -0.296 4.796
H 3.027 -2.090 3.339
H 2.786 -0.392 3.881
H 3.946 -0.742 2.587
C 2.951 2.299 7.353
N 2.198 1.780 6.177
O 2.809 1.635 5.138
O 1.023 1.527 6.342
H 3.977 2.463 7.048
H 2.460 3.214 7.669
H 2.873 1.549 8.135
C 6.207 3.982 -5.259
N 4.851 3.443 -4.963
O 3.916 4.215 -4.952
O 4.769 2.248 -4.750
H 6.116 5.048 -5.425
H 6.834 3.750 -4.403
H 6.573 3.458 -6.137
C -2.318 -2.040 -4.168
N -3.060 -3.322 -4.026
O -2.706 -4.089 -3.151
O -3.973 -3.520 -4.800
H -1.550 -2.005 -3.406
H -1.887 -2.024 -5.165
H -3.034 -1.232 -4.045
```

Calculated values
Maximum force, eV/Å: 0.37
HOMO, hartree: -0.3017
LUMO energy, eV: -0.37
HOMO-LUMO gap, eV: 7.838
SMILES string: CCP(BCCCOC)CC.C[N+](=O)[O-].C[N+](=O)[O-].C[N+](=O)[O-].C[N+](=O)[O-].C[N+](=O)[O-]



[13]
The following is a quantum chemistry calculation of the molecule C24H35FN6O3, from the OMol25 dataset.

```
69
C24H35FN6O3 ωB97M-V/def2-TZVPD
C -4.367 3.710 -0.035
C -3.675 2.370 -0.273
C -4.158 1.344 0.749
C -2.148 2.552 -0.210
N -1.425 1.693 -1.138
C -0.896 2.234 -2.261
O -0.928 3.426 -2.497
C -0.136 1.251 -3.144
N 1.070 0.835 -2.442
C 1.634 -0.395 -2.985
C 3.112 -0.499 -2.578
N 3.333 0.120 -1.297
C 3.474 -0.575 -0.126
C 3.250 -1.959 -0.044
C 3.446 -2.651 1.135
C 3.850 -1.968 2.267
F 4.024 -2.642 3.428
C 4.068 -0.603 2.232
C 3.891 0.081 1.046
C 3.108 1.550 -1.327
C 2.066 1.893 -2.404
C -1.480 0.294 -0.904
C -0.637 -0.277 0.020
N 0.289 0.489 0.663
N -0.753 -1.600 0.358
C -0.037 -2.161 1.492
C -0.538 -1.625 2.841
C -2.033 -1.888 3.001
C 0.252 -2.298 3.960
C -1.647 -2.443 -0.292
O -1.738 -3.620 -0.031
N -2.400 -1.850 -1.265
C -2.432 -0.501 -1.631
O -3.188 -0.124 -2.502
H -4.104 4.107 0.944
H -5.447 3.591 -0.077
H -4.072 4.431 -0.793
H -3.930 2.017 -1.276
H -5.235 1.219 0.675
H -3.695 0.374 0.582
H -3.919 1.672 1.760
H -1.888 3.574 -0.494
H -1.786 2.356 0.805
H 0.092 1.752 -4.098
H -0.756 0.379 -3.348
H 1.560 -0.435 -4.083
H 1.058 -1.230 -2.572
H 3.443 -1.535 -2.573
H 3.732 0.034 -3.309
H 2.908 -2.511 -0.903
H 3.276 -3.715 1.183
H 4.392 -0.089 3.123
H 4.113 1.136 1.028
H 2.735 1.877 -0.354
H 4.044 2.088 -1.535
H 2.547 2.033 -3.385
H 1.573 2.832 -2.148
H 1.095 0.025 1.053
H 0.489 1.349 0.172
H 1.036 -1.986 1.380
H -0.213 -3.239 1.449
H -0.366 -0.544 2.886
H -2.608 -1.338 2.259
H -2.367 -1.574 3.986
H -2.246 -2.948 2.883
H -0.059 -1.912 4.927
H 1.318 -2.120 3.849
H 0.082 -3.372 3.949
H -3.051 -2.460 -1.748
```

Calculated values
Maximum force, eV/Å: 0.76
HOMO, hartree: -0.2956
Energy relative to the best compared isomer or geometry (same formula, charge and spin), eV: 0.034
LUMO energy, eV: 0.51
HOMO-LUMO gap, eV: 8.551
SMILES string: CC(C)CN(C(=O)CN1CCN(c2ccc(F)cc2)CC1)c1c(N)n(CC(C)C)c(=O)[nH]c1=O